(1)
{"formula": "C18H41Cl12NO2P", "method": "ωB97M-V/def2-TZVPD", "elements": ["C", "O", "C", "C", "C", "C", "C", "N", "P", "O", "H", "H", "H", "H", "H", "H", "H", "H", "H", "H", "H", "H", "H", "H", "H", "H", "H", "Cl", "C", "C", "Cl", "H", "H", "H", "H", "Cl", "C", "C", "Cl", "H", "H", "H", "H", "Cl", "C", "C", "Cl", "H", "H", "H", "H", "Cl", "C", "C", "Cl", "H", "H", "H", "H", "Cl", "C", "C", "Cl", "H", "H", "H", "H", "Cl", "C", "C", "Cl", "H", "H", "H", "H"], "positions_angstrom": [[-3.071, 1.692, 2.431], [-3.880, 1.974, 1.305], [-3.146, 1.884, 0.085], [-3.026, 0.429, -0.372], [-4.393, -0.246, -0.406], [-4.355, -1.741, -0.760], [-4.511, -2.627, 0.457], [-3.277, -2.766, 1.337], [-1.766, -3.280, 0.528], [-1.121, -2.222, -0.231], [-2.469, 2.561, 2.706], [-3.691, 1.420, 3.281], [-2.380, 0.879, 2.223], [-3.677, 2.480, -0.653], [-2.145, 2.303, 0.210], [-2.406, -0.077, 0.367], [-2.542, 0.357, -1.342], [-5.027, 0.278, -1.119], [-4.867, -0.128, 0.566], [-3.486, -1.980, -1.370], [-5.225, -1.967, -1.375], [-4.849, -3.627, 0.207], [-5.269, -2.183, 1.096], [-3.501, -3.502, 2.028], [-3.116, -1.914, 1.882], [-2.191, -4.400, -0.194], [-1.039, -3.728, 1.638], [-6.475, -5.776, 1.302], [-6.493, -6.221, 3.030], [-5.823, -5.169, 3.872], [-4.059, -5.104, 3.544], [-6.008, -7.187, 3.133], [-7.534, -6.315, 3.331], [-5.935, -5.391, 4.930], [-6.234, -4.183, 3.674], [-0.639, 1.312, -3.914], [0.558, 0.102, -3.376], [1.732, 0.012, -4.311], [1.284, -0.690, -5.889], [0.045, -0.848, -3.280], [0.903, 0.412, -2.390], [2.490, -0.639, -3.878], [2.172, 0.981, -4.494], [4.216, 1.910, -3.034], [5.357, 0.648, -2.481], [6.542, 0.530, -3.398], [6.078, -0.112, -4.995], [4.811, -0.291, -2.425], [5.677, 0.925, -1.479], [7.264, -0.161, -2.967], [7.020, 1.495, -3.552], [0.439, 4.088, 0.130], [0.468, 4.030, -1.658], [0.000, 5.327, -2.261], [-1.738, 5.600, -1.971], [-0.156, 3.203, -1.983], [1.496, 3.832, -1.956], [0.145, 5.295, -3.339], [0.544, 6.175, -1.857], [6.846, 1.158, 0.828], [8.625, 1.261, 0.930], [9.292, 0.917, -0.375], [9.094, -0.806, -0.792], [8.947, 0.597, 1.727], [8.869, 2.285, 1.207], [10.361, 1.106, -0.299], [8.889, 1.507, -1.194], [0.023, 0.204, 3.336], [0.869, 1.663, 3.932], [1.929, 2.147, 2.981], [3.327, 1.050, 2.868], [1.267, 1.430, 4.915], [0.115, 2.441, 4.036], [2.309, 3.104, 3.333], [1.514, 2.280, 1.985]], "forces_ev_per_a": [[0.0340, 0.1381, -0.2390], [0.0852, -0.0367, 0.0499], [0.0393, -0.2515, -0.0212], [-0.4678, 0.1945, 0.6167], [0.2672, -0.0681, -0.2787], [-0.2286, 0.4042, 0.0320], [-0.2123, 0.1564, -0.2542], [-0.2670, -0.4782, 0.1061], [0.7954, 0.1345, -0.2273], [0.0472, 0.3551, -0.2601], [0.0607, 0.1118, 0.0136], [-0.2235, 0.0396, -0.0261], [0.1109, -0.1811, 0.0659], [-0.1123, 0.0797, -0.0153], [0.0336, 0.1788, -0.0027], [0.3267, -0.1855, -0.1684], [0.2010, 0.0530, -0.0797], [-0.0740, 0.0485, -0.0791], [-0.1485, 0.1524, 0.1114], [0.1317, -0.1331, 0.0137], [-0.0772, -0.1422, -0.0684], [0.2778, -0.2291, 0.0500], [-0.0930, -0.0906, 0.1933], [-0.1202, -0.0067, 0.2232], [0.1324, 0.1641, -0.2169], [-0.3269, -0.0948, 0.2308], [-0.2560, -0.2018, 0.1518], [-0.0016, -0.0227, -0.0220], [-0.0144, -0.0509, 0.0173], [-0.2355, 0.0483, 0.0169], [0.1754, 0.0642, 0.0416], [0.0262, -0.0010, -0.0408], [-0.0195, 0.0430, -0.0174], [0.0897, -0.0655, -0.0023], [0.0514, 0.0323, -0.0142], [-0.1099, -0.0007, -0.0180], [0.0926, 0.0168, 0.1930], [-0.0486, -0.1993, -0.1447], [-0.0382, -0.0016, 0.0357], [-0.0663, -0.0689, -0.0559], [0.0224, 0.0454, -0.0090], [0.0128, 0.0009, 0.0087], [0.0206, 0.0965, -0.0721], [0.0257, 0.1200, 0.1131], [-0.0348, -0.0751, 0.1347], [0.0791, -0.0157, -0.0106], [-0.0038, 0.0081, -0.0136], [-0.0366, 0.0110, -0.0508], [0.0275, 0.0350, -0.1011], [-0.0155, -0.0262, 0.0189], [-0.0288, 0.0160, -0.0437], [-0.0295, -0.0622, 0.0205], [0.0928, -0.0337, -0.0972], [0.0151, 0.0451, -0.0640], [-0.0127, 0.0023, 0.0116], [-0.0450, -0.0174, 0.0881], [0.0243, 0.0337, 0.0509], [-0.0187, -0.0334, -0.0110], [-0.0310, 0.0139, 0.0380], [0.0140, 0.0112, 0.1109], [0.0647, 0.0528, 0.0714], [0.0380, 0.0226, -0.0280], [-0.0274, 0.0025, -0.0312], [-0.0353, -0.0498, -0.0098], [-0.0218, 0.0227, -0.0362], [0.0109, -0.0202, 0.0247], [-0.0266, -0.0142, -0.0108], [0.0963, -0.1578, -0.0177], [-0.0330, 0.2165, 0.1587], [0.0117, 0.0414, -0.0681], [-0.0682, -0.0601, -0.0134], [0.0543, -0.0869, -0.0329], [-0.0463, -0.0269, -0.0169], [-0.0180, 0.0132, 0.0230], [0.0856, -0.0368, -0.0459]], "mulliken_charge": [-0.3707, -0.4408, -0.6604, 0.0281, -0.7034, -0.4077, -0.8103, 0.1063, 0.3149, -0.3743, 0.3198, 0.2895, -0.0330, 0.4205, 0.2701, -0.1604, 0.3085, 0.4607, 0.3069, 0.3786, 0.3447, 0.1821, 0.4893, -0.0680, 0.4730, 0.1466, 0.1334, -0.1552, -0.4034, -0.4494, -0.2507, 0.3253, 0.3153, 0.3697, 0.3074, -0.2205, -0.2980, -0.3902, -0.1924, 0.3872, 0.2730, 0.1809, 0.2513, -0.1975, 0.1281, -0.1679, -0.1819, 0.3043, -0.2502, 0.0755, 0.2939, -0.1852, 0.0943, -0.4428, -0.1863, -0.1612, 0.1632, 0.3478, 0.3474, -0.1567, -0.4620, -0.4436, -0.1841, 0.3238, 0.3007, 0.3632, 0.2685, -0.1701, -0.4766, -0.1747, -0.1830, 0.3873, 0.2515, 0.3406, 0.0392], "homo_lumo_gap_ev": 9.137, "homo_energy_ev": -11.964, "e_lumo_ev": -2.8, "charge": 1}


(2)
{"formula": "C4H12NO2", "method": "ωB97M-V/def2-TZVPD", "elements": ["C", "C", "N", "C", "C", "O", "H", "H", "H", "H", "H", "H", "H", "H", "H", "H", "H", "H", "O"], "positions_angstrom": [[-1.283, 0.535, -1.563], [-2.042, -0.373, -0.774], [-1.895, -0.178, 0.680], [-0.180, 0.147, 1.202], [0.982, -0.491, 0.415], [1.632, 0.274, -0.604], [-0.365, 0.037, -1.715], [-1.184, 1.540, -1.169], [-1.792, 0.583, -2.473], [-3.096, -0.331, -1.088], [-1.827, -1.417, -1.087], [-0.178, 1.271, 0.932], [-1.062, -0.712, 1.353], [-0.135, 0.127, 2.361], [1.507, -0.884, 1.242], [0.571, -1.443, -0.001], [4.166, 0.732, 1.556], [2.516, 0.354, -0.166], [3.664, 0.230, 0.898]], "forces_ev_per_a": [[1.2238, 1.4075, -0.6277], [-0.5199, -2.7926, 2.1955], [1.1071, -0.2994, 2.5698], [0.7766, 5.0421, -1.4581], [-2.2278, -1.1482, -0.7552], [-1.0067, -1.0836, 1.6955], [1.4768, 0.4246, -0.4755], [0.1313, 0.0493, 0.2006], [-0.6137, 0.2572, -2.1009], [-0.4987, 0.2364, 1.1062], [0.1205, 0.2517, 0.0743], [0.1054, -1.7098, 0.6388], [-3.6287, -1.5979, -1.7715], [-0.0456, -0.2535, -1.6848], [2.2323, 0.0642, 0.3484], [-0.0207, 0.6093, -0.3303], [-0.2900, -0.0557, -0.3721], [0.9371, 0.6065, 0.3337], [0.7408, -0.0083, 0.4134]], "nbo_charge": [-0.8805, -0.7240, -0.6604, -0.4501, -0.1102, -0.7842, 0.2088, 0.1826, 0.1670, 0.1390, 0.1387, 0.2484, 0.3748, 0.2064, 0.2018, 0.1419, 0.4076, 0.5290, -1.3365], "homo_lumo_gap_ev": [2.568, 7.841], "homo_energy_ev": [4.165, -1.245], "relative_energy_kcal_mol": 128.0, "e_lumo_ev": [6.7, 6.6], "multiplicity": 2, "charge": -2}


(3)
{"formula": "C6H16N2O", "method": "ωB97M-V/def2-TZVPD", "elements": ["C", "C", "C", "C", "H", "H", "H", "H", "H", "H", "H", "H", "H", "H", "C", "C", "N", "O", "N", "H", "H", "H", "H", "H", "H"], "positions_angstrom": [[1.006, -0.115, -0.254], [2.092, 0.921, -0.064], [1.166, -1.308, 0.670], [0.872, -0.521, -1.707], [-1.052, -0.341, -0.125], [3.062, 0.553, -0.425], [2.222, 1.199, 0.986], [1.868, 1.829, -0.633], [0.288, -1.960, 0.642], [1.759, -1.064, -2.058], [1.324, -1.003, 1.708], [2.034, -1.920, 0.386], [0.747, 0.354, -2.353], [0.015, -1.185, -1.860], [-2.463, -0.724, -0.061], [-0.612, 0.950, 0.162], [-0.716, 1.168, 1.536], [-2.684, -1.244, 1.194], [-0.933, 1.906, -0.641], [-2.466, -0.533, 1.830], [-0.004, 0.749, 2.118], [-1.089, 2.090, 1.726], [-0.933, 1.607, -1.614], [-2.367, -1.493, -0.825], [-3.138, 0.086, -0.338]], "forces_ev_per_a": [[-1.3300, 0.9967, 0.3126], [0.1066, 0.3263, -0.0556], [-0.3201, 0.0288, 0.0947], [-0.2781, 0.0460, -0.0144], [-3.7719, -0.7628, -0.0349], [-0.1388, -0.1209, 0.0634], [-0.0550, -0.0264, -0.0701], [-0.0317, -0.1226, 0.1073], [0.0212, 0.0171, -0.0133], [-0.0530, 0.1127, 0.1787], [-0.0055, 0.0094, -0.0408], [-0.1131, 0.1912, -0.0574], [0.0257, -0.0681, 0.0766], [0.0321, 0.0370, 0.0166], [3.0342, -0.2191, -0.2435], [3.7096, 0.6564, -0.5343], [-0.4735, -0.7155, -0.6344], [0.0327, 0.2304, 0.4130], [-0.5755, -0.7070, 0.2701], [-0.1319, -0.3334, -0.3175], [-0.1838, 0.4325, 0.0147], [0.3529, -0.1409, 0.3214], [0.2482, 0.1030, 0.0650], [-0.5852, -0.2602, 0.1614], [0.4838, 0.2892, -0.0792]], "nbo_charge": [0.0347, -0.6458, -0.6560, -0.6569, 0.1958, 0.2107, 0.2065, 0.2331, 0.2235, 0.2210, 0.2020, 0.2207, 0.2178, 0.2114, -0.1273, 0.3614, -0.8871, -0.7127, -0.8229, 0.4835, 0.3907, 0.4060, 0.3389, 0.1757, 0.1752], "homo_lumo_gap_ev": 8.398, "homo_energy_ev": -7.663, "relative_energy_kcal_mol": 103.5, "e_lumo_ev": 0.7, "charge": 0}


(4)
{"formula": "C26H32FN3O4S", "method": "ωB97M-V/def2-TZVPD", "elements": ["C", "H", "H", "H", "C", "C", "C", "C", "C", "C", "C", "H", "H", "S", "O", "O", "N", "C", "H", "C", "N", "C", "O", "C", "C", "H", "H", "C", "N", "C", "O", "C", "C", "C", "C", "C", "C", "H", "H", "F", "H", "H", "C", "C", "H", "H", "H", "H", "H", "H", "H", "C", "H", "C", "H", "H", "H", "H", "H", "H", "H", "H", "C", "H", "H", "H", "H"], "positions_angstrom": [[2.663, -0.227, -7.586], [3.072, -0.466, -8.565], [2.975, -0.997, -6.884], [1.579, -0.243, -7.655], [3.162, 1.146, -7.130], [2.681, 1.456, -5.734], [1.320, 1.540, -5.447], [0.884, 1.830, -4.168], [1.812, 2.040, -3.167], [3.166, 1.964, -3.424], [3.595, 1.672, -4.708], [4.654, 1.614, -4.917], [3.860, 2.143, -2.618], [1.221, 2.391, -1.517], [0.174, 3.366, -1.583], [2.346, 2.631, -0.659], [0.497, 0.909, -1.174], [-0.658, 0.931, -0.298], [-1.284, 1.767, -0.607], [-1.380, -0.406, -0.455], [-0.472, -1.471, -0.067], [-0.800, -2.253, 0.989], [-1.912, -2.189, 1.483], [0.248, -3.246, 1.498], [-0.369, -4.119, 2.599], [-1.237, -4.645, 2.203], [0.372, -4.862, 2.901], [-0.809, -3.272, 3.811], [-0.038, -2.049, 3.873], [-0.546, -0.812, 3.613], [0.145, 0.080, 3.147], [-1.957, -0.564, 4.020], [-2.730, 0.287, 3.238], [-4.032, 0.583, 3.595], [-4.539, 0.036, 4.760], [-3.779, -0.782, 5.577], [-2.484, -1.081, 5.200], [-1.873, -1.702, 5.838], [-4.204, -1.171, 6.489], [-5.809, 0.319, 5.120], [-4.649, 1.230, 2.992], [-2.298, 0.715, 2.348], [1.355, -2.271, 3.549], [1.510, -2.548, 2.048], [1.662, -1.595, 1.547], [2.389, -3.172, 1.878], [1.701, -3.116, 4.148], [1.920, -1.380, 3.828], [-0.657, -3.842, 4.736], [-1.863, -3.019, 3.715], [0.522, -3.893, 0.658], [0.726, -1.481, -0.872], [1.403, -2.277, -0.571], [1.435, -0.120, -0.795], [2.272, -0.090, -1.495], [1.817, 0.064, 0.219], [0.428, -1.648, -1.916], [-2.258, -0.464, 0.189], [-1.676, -0.548, -1.499], [-0.355, 1.066, 0.750], [-0.164, 1.910, -3.929], [0.595, 1.381, -6.230], [2.721, 2.238, -8.107], [1.638, 2.275, -8.185], [3.130, 2.042, -9.095], [3.074, 3.210, -7.772], [4.257, 1.123, -7.116]], "forces_ev_per_a": [[0.2247, 0.1352, 0.0729], [0.0021, -0.0604, -0.1171], [-0.0106, -0.1202, 0.0294], [-0.1482, -0.0233, -0.0170], [-0.1565, -0.0312, -0.1391], [0.2735, 0.0022, 0.0812], [-0.0420, 0.0440, 0.1455], [-0.1182, 0.0094, -0.1665], [-0.0006, 0.1098, 0.5724], [0.0393, 0.0750, 0.2124], [-0.1075, -0.0041, -0.0741], [0.0982, -0.0085, -0.0312], [0.1369, 0.0025, 0.0601], [-0.0549, -0.4865, -0.2300], [-0.2048, -0.0975, -0.1028], [0.0969, -0.1794, -0.1249], [0.3311, 0.9143, -0.3401], [-0.5364, 0.1850, 0.1311], [-0.1288, -0.0952, 0.1024], [-0.1136, 0.3022, 0.1760], [-0.1142, 0.2860, -0.1755], [0.2605, -0.4785, -0.2924], [-0.2639, -0.0686, 0.2248], [-0.1123, -0.1089, 0.1293], [-0.1009, 0.1522, -0.1682], [0.0254, -0.0748, 0.0520], [0.0027, -0.0349, -0.0266], [-0.3779, -0.3787, 0.0914], [0.2307, 0.0217, 0.1193], [-0.1037, 0.0074, 0.3064], [0.0818, 0.1755, -0.2429], [-0.1573, 0.1827, 0.0978], [0.0536, -0.1335, 0.1632], [-0.1251, 0.0040, 0.0888], [0.1253, -0.0652, 0.0421], [-0.2676, 0.0964, -0.0059], [0.0689, 0.1456, -0.2333], [0.0557, -0.0867, 0.0353], [-0.0597, -0.0109, 0.0819], [0.1370, -0.0236, -0.0497], [-0.0821, 0.0592, -0.0422], [0.0481, 0.0379, -0.0876], [0.2768, 0.2632, -0.0676], [0.0188, 0.0245, 0.0861], [0.0839, -0.0209, -0.0104], [0.0247, 0.0156, -0.0457], [-0.0035, 0.0332, -0.0160], [0.0114, -0.1672, 0.0054], [-0.0547, 0.0279, -0.0486], [0.1823, -0.1135, 0.0494], [-0.0120, 0.0932, 0.0343], [0.3407, 0.1316, -0.0871], [-0.0280, 0.0273, -0.0115], [0.3996, -0.4749, 0.0467], [0.0590, -0.1766, 0.0543], [-0.0009, -0.0699, -0.0935], [0.1029, -0.0586, 0.0678], [0.1004, 0.0483, -0.1440], [-0.0368, 0.0378, 0.0311], [-0.0883, -0.0204, -0.0361], [-0.1812, -0.0312, -0.0718], [-0.1003, -0.0148, -0.0885], [0.2213, -0.0996, 0.1149], [-0.1478, 0.0189, -0.0268], [0.0031, 0.0073, -0.1307], [-0.0043, 0.1256, -0.0237], [-0.0726, 0.0154, 0.0634]], "nbo_charge": [-0.5945, 0.2115, 0.2118, 0.2020, -0.2413, 0.0100, -0.1764, -0.1763, -0.3480, -0.1843, -0.2109, 0.2153, 0.2445, 2.3253, -0.9339, -0.9364, -0.6848, -0.2521, 0.2404, -0.2315, -0.4503, 0.7097, -0.6532, -0.3136, -0.4025, 0.2312, 0.2026, -0.2212, -0.4510, 0.6910, -0.6401, -0.1808, -0.0678, -0.3030, 0.4076, -0.2909, -0.1583, 0.2203, 0.2300, -0.3239, 0.2303, 0.2136, -0.2248, -0.4086, 0.2197, 0.2117, 0.1937, 0.2391, 0.1883, 0.2476, 0.2318, -0.2092, 0.2195, -0.2428, 0.2204, 0.2045, 0.2001, 0.2538, 0.1948, 0.2129, 0.2333, 0.2075, -0.5947, 0.2025, 0.2109, 0.2149, 0.2032], "homo_lumo_gap_ev": 9.502, "homo_energy_ev": -9.002, "relative_energy_kcal_mol": 24.9, "e_lumo_ev": 0.5, "smiles": "CC(C)c1ccc(S(=O)(=O)N2CCN(C(=O)C3CCN(C(=O)c4ccc(F)cc4)CC3)CC2)cc1", "charge": 0}